[1]
The following is a DFT calculation (ωB97M-V/def2-TZVPD) of a 2-piece molecular cluster, C4H8S2 overall at a distorted geometry.

As for the HOMO energy: -8.80 eV. The relative energy (zero: lowest compared OMol25 entry of this formula, charge and spin) is 4.218 eV. For the gap between HOMO and LUMO, the calculation gives 8.61 eV. As for the charge: 0.

```
14
Properties=species:S:1:pos:R:3:forces:R:3:mulliken_charge:R:1
C 1.79582 0.17962 -0.19907 1.7885 2.2876 0.8231 -0.642
C 1.02298 -0.85040 0.10180 0.2767 0.2102 -1.3807 -0.042
C -1.57628 0.67633 -0.40302 -1.0487 0.8801 -1.6342 0.002
C 0.23942 -1.01463 1.31472 -1.1351 -1.4636 2.4212 -0.974
S -2.08769 0.15438 -2.00992 1.4276 -0.0571 1.2744 -0.135
S -1.72685 2.31941 -0.02526 0.6771 -1.1562 2.4655 -0.160
H 1.87151 1.09622 0.46687 -0.4735 -1.3001 -0.4142 0.184
H 2.62035 0.30184 -0.94828 -1.4055 -0.8109 0.0853 0.248
H 0.96118 -1.65067 -0.62550 0.2177 -0.3560 0.0568 0.366
H 0.69922 -1.84340 1.92017 0.3433 0.9317 -0.1435 0.309
H -0.74959 -1.51757 1.24656 0.2657 0.8210 -0.7810 0.291
H 0.10303 -0.11760 1.95459 0.3239 -0.5167 -0.5389 0.291
H -1.33792 -0.97776 -1.84966 -0.7221 0.1991 -0.3594 0.141
H -1.83519 3.24424 -0.94400 -0.5357 0.3308 -1.8742 0.121
```
Forces are in eV/Å.

=====

[2]
The following is a DFT calculation (ωB97M-V/def2-TZVPD) of C24H39N11NaOSSbSi3 as an isolated structure.

As for the HOMO energy: -2.75 eV. The relative energy (zero: lowest compared OMol25 entry of this formula, charge and spin) is 0.156 eV. For the gap between HOMO and LUMO, the calculation gives 6.37 eV. As for the charge: -2.

```
81
Properties=species:S:1:pos:R:3:forces:R:3:mulliken_charge:R:1
Na -3.04481 -0.78279 0.32544 -0.0327 0.0780 -0.0522 1.057
N -3.28072 -2.19440 4.70383 0.0040 -0.0054 -0.0054 -0.134
C -2.08044 -1.51844 4.91518 0.0036 -0.0126 -0.0156 0.335
N -1.31638 -1.79207 5.96858 -0.0118 0.0143 0.0214 -0.662
N -0.30208 -0.91326 5.87093 0.0062 -0.0244 -0.0212 -0.540
N -0.45467 -0.17711 4.81721 -0.0202 0.0127 -0.0002 -0.193
N -1.59093 -0.52895 4.17660 0.0044 0.0072 -0.0041 -0.272
C -3.80230 -2.50489 3.45396 -0.0056 0.0043 0.0041 0.334
N -4.64951 -3.52012 3.28867 0.0165 -0.0156 0.0034 -0.573
N -4.96297 -3.48357 1.98513 -0.0211 0.0264 0.0113 -0.720
N -4.34274 -2.50372 1.41454 0.0127 -0.0245 0.0117 -0.436
N -3.58245 -1.84399 2.32721 -0.0061 -0.0125 0.0190 0.152
H -3.42231 -2.93474 5.37196 0.0019 0.0017 0.0026 0.312
C 4.47152 -0.83756 2.88957 0.0040 -0.0033 -0.0074 -1.051
Si 3.10156 0.45562 3.01008 -0.0096 0.0013 0.0065 0.475
C 2.66498 0.66131 4.81545 0.0058 0.0109 0.0015 -1.109
C 3.81905 2.09380 2.40108 -0.0006 -0.0001 0.0059 -1.121
Sb 1.00184 -0.03649 1.64572 -0.0064 -0.0048 -0.0156 -0.274
Si 1.05901 -2.58930 1.81503 0.0075 0.0218 0.0090 0.610
C -0.53469 -3.17854 1.02841 0.0001 -0.0307 -0.0187 -0.238
C 2.50517 -3.41564 0.92106 -0.0076 -0.0014 0.0029 -1.067
C 1.12371 -3.13119 3.60458 0.0053 -0.0043 -0.0042 -0.895
Si 2.10287 0.10807 -0.66403 -0.0059 -0.0028 0.0032 0.285
C 3.92635 -0.37241 -0.81061 -0.0015 -0.0113 0.0077 -1.091
C 1.96772 1.90978 -1.20313 0.0032 0.0018 0.0008 -1.172
C 1.14489 -0.93678 -1.89371 0.0049 0.0036 0.0034 -0.361
H 5.33480 -0.51330 3.48052 -0.0010 0.0010 0.0012 0.409
H 4.79844 -0.99402 1.86052 -0.0005 -0.0029 0.0010 0.253
H 4.13427 -1.79648 3.28855 -0.0025 -0.0003 0.0017 0.272
H 3.56162 0.91894 5.39044 0.0052 -0.0042 -0.0043 0.384
H 2.21357 -0.23873 5.23629 0.0022 0.0034 0.0004 0.280
H 1.92082 1.44947 4.94016 -0.0039 -0.0098 0.0022 0.283
H 4.67213 2.38781 3.02111 0.0002 0.0007 -0.0018 0.371
H 3.06469 2.88119 2.46586 0.0003 -0.0007 -0.0022 0.297
H 4.15559 2.03780 1.36405 0.0037 -0.0090 -0.0138 0.237
H -0.62434 -2.82507 -0.00301 -0.0041 -0.0004 -0.0004 0.249
H -1.38864 -2.80327 1.59843 -0.0029 0.0028 -0.0032 -0.442
H -0.59892 -4.27072 1.01557 0.0109 -0.0011 0.0026 0.383
H 2.49892 -3.20389 -0.14937 -0.0028 0.0029 -0.0096 0.244
H 2.42650 -4.50050 1.04947 0.0016 -0.0010 -0.0018 0.411
H 3.46661 -3.09511 1.32625 0.0000 0.0039 0.0017 0.236
H 0.26355 -2.76714 4.16775 -0.0037 0.0048 0.0039 0.197
H 2.01941 -2.76529 4.11153 0.0021 0.0007 0.0001 0.173
H 1.12731 -4.22525 3.65479 -0.0019 0.0001 0.0029 0.401
H 4.56593 0.25027 -0.18225 0.0030 0.0114 0.0106 0.262
H 4.25146 -0.25016 -1.84925 -0.0043 0.0020 -0.0025 0.403
H 4.08529 -1.41439 -0.52631 0.0055 0.0095 -0.0010 0.278
H 2.53391 2.56511 -0.53665 -0.0031 0.0015 -0.0042 0.330
H 0.92307 2.22837 -1.17139 -0.0024 -0.0022 -0.0036 0.322
H 2.34672 2.04640 -2.22148 0.0004 0.0019 -0.0006 0.328
H 1.20862 -2.00102 -1.65705 0.0020 -0.0128 0.0027 0.257
H 1.54193 -0.79356 -2.90449 0.0088 -0.0003 0.0008 0.415
H 0.08704 -0.65919 -1.90741 0.0045 -0.0061 0.0063 -0.320
N -2.76608 1.32049 2.32686 0.0040 0.0009 -0.0003 0.611
C -4.09858 1.31799 2.12708 0.0069 -0.0053 -0.0031 -0.379
C -4.37582 2.34120 1.24529 -0.0037 0.0065 0.0061 -0.697
C -3.11798 2.91335 0.97955 -0.0013 -0.0005 0.0020 -0.277
N -2.15126 2.29429 1.64162 -0.0032 0.0059 0.0076 -0.782
H -2.24396 0.66688 2.94735 -0.0014 0.0009 0.0016 0.670
H -4.72317 0.58075 2.60259 0.0011 -0.0047 -0.0048 0.483
H -5.33482 2.61539 0.84026 -0.0009 -0.0005 0.0003 0.359
H -2.87438 3.73235 0.32101 0.0004 -0.0001 0.0004 0.412
C -1.60838 4.22986 -7.46213 0.0421 0.0205 0.0177 -1.001
C -0.76292 3.67416 -8.57718 -0.0753 -0.0304 -0.0392 0.694
O -0.53215 4.27785 -9.59740 0.0255 0.0099 0.0104 -0.583
S -0.06932 2.04254 -8.38943 0.0112 0.0028 0.0053 -0.171
C -0.65769 1.50361 -6.80789 0.0128 0.0063 0.0120 -0.275
C 0.04742 1.81304 -5.64680 0.0002 -0.0096 0.0094 -0.315
C -0.43267 1.42300 -4.41087 -0.0008 0.0046 -0.0049 -0.307
C -1.63312 0.70028 -4.28794 0.0297 0.0133 0.0154 0.137
C -2.31444 0.37295 -5.47352 0.0032 0.0001 0.0028 -0.596
C -1.83547 0.76582 -6.70910 -0.0030 0.0088 -0.0102 -0.178
C -2.12766 0.31217 -3.01455 -0.0964 0.0089 -0.0290 -1.852
C -2.55620 -0.02427 -1.91098 0.0926 -0.0593 0.0421 0.694
H -1.00073 4.36056 -6.56605 -0.0111 -0.0031 0.0074 0.292
H -2.40945 3.54174 -7.19543 -0.0019 -0.0045 -0.0121 0.326
H -2.01014 5.18722 -7.78558 -0.0019 -0.0012 -0.0004 0.315
H 0.97355 2.37167 -5.71820 0.0013 -0.0021 -0.0010 0.450
H 0.11330 1.67191 -3.51057 0.0022 0.0028 0.0053 0.555
H -3.23131 -0.19654 -5.39818 0.0002 0.0007 -0.0003 0.453
H -2.37859 0.50886 -7.61116 -0.0006 0.0023 0.0006 0.397
```
Forces are in eV/Å.

=====

[3]
The following is a DFT calculation (ωB97M-V/def2-TZVPD) of C27H49NP2Ti as an isolated structure at a distorted geometry.

As for the HOMO energy (alpha / beta): -12.69 / -12.78 eV. The relative energy (zero: lowest compared OMol25 entry of this formula, charge and spin) is 3.958 eV. For the gap between HOMO and LUMO (alpha / beta), the calculation gives 5.78 / 5.88 eV. As for the charge: +2.

```
80
Properties=species:S:1:pos:R:3:forces:R:3:mulliken_charge:R:1
P 1.00520 -1.00554 -3.54462 0.2244 -1.0903 -0.2499 1.310
P 2.63828 -4.06526 -2.48241 -0.2084 -2.1360 -0.1585 1.127
C 2.39452 -1.93541 -4.36780 0.4597 0.2819 0.3189 -1.452
C 2.32152 -3.45993 -4.21549 -0.2613 0.0919 0.4749 -1.066
H 3.35890 -1.53773 -4.02697 -0.0534 -0.1507 0.0136 0.434
H 2.35021 -1.66353 -5.43766 -0.1153 -0.1132 0.4766 0.774
H 1.33135 -3.84779 -4.51644 0.4320 0.1794 0.1258 0.384
H 3.07742 -3.94275 -4.85772 -0.2749 0.0922 0.2820 0.619
C 4.37074 -4.69107 -2.50407 0.6766 0.7170 0.4023 -1.309
H 4.80834 -4.58374 -1.50988 0.1123 0.0774 -0.0464 0.401
H 5.00998 -4.16338 -3.21592 -0.0958 0.1585 0.1355 0.417
H 4.42981 -5.76116 -2.74238 -0.3722 0.4497 -0.0472 0.434
C 1.86611 -5.78804 -2.43084 -0.3215 0.3826 0.2437 -1.276
H 2.59590 -6.56973 -2.67476 -0.0664 0.5120 -0.0655 0.455
H 1.02333 -5.88714 -3.12015 0.0043 0.2263 0.1510 0.413
H 1.51537 -6.00041 -1.41989 -0.0902 0.0674 0.0396 0.336
C 1.45916 0.69446 -4.23140 -0.3597 -0.0574 -0.4119 -1.585
H 0.67093 1.44792 -4.08030 0.6739 -0.2328 -0.2242 0.567
H 1.52946 0.51912 -5.31023 0.4518 0.3046 0.1406 0.526
H 2.41891 1.02268 -3.79552 -0.1134 0.0921 -0.4355 0.526
C -0.27658 -1.60446 -4.76179 -0.5630 0.3036 0.2883 -1.468
H -0.60523 -2.63869 -4.56831 0.1402 0.4631 0.2388 0.400
H 0.16475 -1.60665 -5.77549 -0.0457 0.2372 0.5543 0.427
H -1.16706 -0.95957 -4.78378 0.2354 -0.2167 0.0895 0.424
Ti 1.10393 0.50462 -1.49953 -1.3020 -0.4674 2.5335 -0.764
C 0.12750 -4.20861 0.91838 0.4210 -0.8316 -0.1323 -0.382
C 1.44305 -4.47688 1.04489 -0.6850 0.1263 0.5787 -0.607
C 2.61847 -3.60515 0.71695 1.2955 -0.7875 1.4117 -1.023
C 2.34109 -2.19166 0.24117 0.5263 -1.3849 1.1149 1.004
C 2.19301 -2.29785 -1.21595 0.6355 0.1819 -2.4868 -0.891
C 0.77714 -1.98590 -1.64787 0.4825 0.7258 -3.0992 -0.582
C -0.06049 -3.20194 -1.38563 -0.6374 -0.0448 -0.2495 -0.241
C -0.54154 -3.17027 0.06466 -0.7690 0.1264 0.4464 -0.190
C -0.58337 1.45395 -1.93127 -0.8116 0.1300 -0.8304 -1.010
H -0.62191 -4.85311 1.36775 0.5014 -0.3935 0.1885 0.453
H 1.79057 -5.36133 1.59179 -0.5934 0.1793 -0.0464 0.455
H 3.28667 -4.11551 -0.00928 -0.2066 0.1718 0.4079 0.098
H 3.27041 -3.55951 1.64036 -0.8040 -0.1224 -0.7204 0.597
H 1.42851 -1.78702 0.68494 0.4803 -0.2989 -0.1920 -0.650
H 3.15488 -1.57102 0.62980 0.0418 0.0381 -0.7747 0.315
H 3.10423 -2.10140 -1.82012 -0.5784 1.8800 0.4743 0.575
H 0.18339 -1.09475 -1.16804 0.8634 -1.7230 0.3679 0.883
H 0.56224 -4.10927 -1.49302 -0.7056 0.6394 -0.1325 -0.621
H -0.85622 -3.25273 -2.13894 -0.2263 -0.0773 0.4294 0.682
H -0.38081 -2.19474 0.54153 -0.2941 -0.0760 -0.3695 -0.573
H -1.63170 -3.31536 0.07442 0.3563 -0.1049 0.2040 0.654
H -1.39232 0.91500 -1.41110 0.1654 0.4532 0.0062 0.212
H -0.59341 1.11614 -2.99261 -0.6773 0.4342 0.5318 0.492
H -0.68257 2.55671 -1.88260 -0.0935 -0.6712 0.0335 0.355
C -3.46829 1.05572 3.13923 -0.1862 0.0171 -0.1209 -1.749
C -2.23357 0.26425 2.87193 0.1983 -0.5260 -0.3898 0.159
C -1.87569 -0.75188 3.75181 0.1196 0.2938 -0.1420 -0.692
C -0.66385 -1.42845 3.68507 -0.0438 0.4076 -0.9503 -0.217
C -0.45839 -2.51291 4.70417 0.0725 -0.0066 0.1432 -1.785
C 0.24505 -1.04422 2.67356 -0.2566 0.6110 -0.4219 0.617
C -0.14078 -0.07644 1.66478 -0.7294 -1.1657 0.8307 -1.001
C -1.42763 0.48095 1.75332 0.5996 0.3424 -0.0992 -0.159
N 0.68910 0.37707 0.59192 1.0975 0.1342 -1.9144 2.042
C 1.62113 1.41803 1.04261 -0.4537 0.3429 1.4685 1.618
C 0.94197 2.60863 1.74171 -0.0073 0.7800 -0.1213 -1.718
C 2.57444 0.87237 2.10171 0.6773 0.1675 0.2467 -1.345
C 2.34983 1.93380 -0.17567 1.1259 -0.5057 -0.6251 -1.535
H -4.29511 0.38655 3.37295 -0.1349 0.0856 -0.0385 0.406
H -3.31364 1.69157 4.01518 -0.0348 0.0375 -0.1291 0.331
H -3.72903 1.67818 2.28366 -0.0984 0.0311 0.1061 0.369
H -2.56668 -1.01553 4.53828 -0.1001 0.0249 0.1882 0.470
H -0.13772 -2.07604 5.65209 0.1840 -0.1005 -0.0191 0.368
H -1.42193 -2.98748 4.91021 0.1394 -0.0124 -0.0661 0.448
H 0.23884 -3.29390 4.40458 0.1270 0.1312 -0.0437 0.339
H 1.26466 -1.45046 2.71261 -0.5430 0.0236 -0.1910 0.483
H -1.71014 1.18138 0.95155 -0.0002 -0.2169 0.5972 0.121
H 0.53099 2.32028 2.71967 0.0649 -0.0265 -0.4087 0.335
H 1.69832 3.39571 1.93920 -0.3990 -0.3380 -0.1292 0.513
H 0.13819 3.04892 1.13428 0.1494 -0.1264 0.1402 0.338
H 3.18732 0.07723 1.68182 0.2558 -0.0085 0.1541 0.194
H 3.21674 1.66725 2.51941 -0.0935 -0.3033 -0.3696 0.531
H 2.01653 0.47047 2.95556 0.1435 0.1795 -0.3787 0.276
H 3.27620 2.45453 0.05047 -0.0124 0.1362 0.1246 0.633
H 2.77561 1.04021 -0.80293 0.3351 1.1219 0.7321 0.286
H 1.74679 2.63420 -0.78240 -0.0511 -0.2737 -0.2041 0.267
```
Forces are in eV/Å.

=====

[4]
The following is a DFT calculation (ωB97M-V/def2-TZVPD) of C6H13DyO3 as an isolated structure at a distorted geometry.

As for the HOMO energy (alpha / beta): -10.67 / -10.86 eV. The relative energy (zero: lowest compared OMol25 entry of this formula, charge and spin) is 0.141 eV. Its multiplicity is 7. For the gap between HOMO and LUMO (alpha / beta), the calculation gives 7.61 / 6.59 eV. The expectation value of S² is 12.03. As for the charge: +1.

```
23
Properties=species:S:1:pos:R:3:forces:R:3:lowdin_spin:R:1
C 1.34768 -3.27367 1.17060 0.4885 -0.7731 0.3710 0.005
O 0.59049 -2.20748 0.67096 0.5516 0.1926 -0.8059 0.050
C -0.50450 -1.71282 1.48559 -3.4498 0.2466 -2.1156 0.010
C -1.42424 -0.87485 0.69159 -0.0861 1.0412 -1.1233 0.046
O -1.11192 0.54459 0.83284 1.5338 0.5650 -0.0658 0.015
C -1.62113 1.50060 -0.05555 -0.2780 0.1714 0.0371 0.003
C -0.46378 2.29429 -0.62013 -0.5906 1.0357 0.4790 0.004
O 0.38378 1.45940 -1.40076 0.1937 -0.3505 -0.2127 0.047
C 1.47714 2.14709 -1.98451 0.6952 0.4621 -0.4984 0.015
Dy 0.54246 -0.76389 -0.99287 -0.9273 -0.3592 0.0584 5.792
H 2.18638 -3.49366 0.49796 -0.2144 0.2772 -0.0630 0.001
H 1.79042 -2.96153 2.13049 -0.4156 -0.6494 -0.0740 0.000
H 0.70125 -4.16591 1.16477 0.3643 0.2256 0.6585 0.000
H 0.00818 -1.13913 2.28283 -0.8443 -1.1689 0.8855 0.002
H -2.48839 -0.94901 0.93856 0.2716 -0.0607 0.1504 0.001
H -2.26370 2.19555 0.50651 0.0931 -0.0482 -0.2477 0.000
H -2.24344 1.06288 -0.85292 0.2005 -0.0862 0.1073 0.000
H 0.15166 2.68664 0.20680 -0.3198 0.0450 -0.2264 0.000
H -0.83852 3.11893 -1.24607 0.1763 -0.1583 0.1626 0.000
H 2.37614 1.53245 -2.10072 -0.2819 -0.5852 0.1996 0.007
H 1.19269 2.42006 -3.01043 0.1480 0.6549 0.5099 0.001
H 1.80969 2.93959 -1.29772 -0.3565 0.1882 -0.6490 0.000
H -1.59835 -2.36010 0.98217 3.0476 -0.8656 2.4625 0.001
```
Forces are in eV/Å.